Record 1
ORCA calculation (the ωB97M-V functional and the def2-TZVPD basis) on a molecular structure, C11H24NO6SbTa.

Each line ends with the natural charge from an NBO analysis.
Positions of all 44 atoms, in Å:
Ta (0.00562, -0.29121, 0.04570)  2.265
O (2.12542, -1.74364, 0.33197)  -0.768
C (2.90378, -1.82693, -0.89830)  -0.090
C (2.03042, -2.23460, -2.08807)  -0.267
N (1.01994, -1.24084, -2.46020)  -0.390
C (1.45134, 0.05977, -2.93705)  -0.350
C (1.08963, 1.12099, -1.89147)  0.782
O (0.52557, 2.15444, -2.07760)  -0.468
O (1.33821, 0.71602, -0.64824)  -0.740
C (-0.26193, -1.72225, -2.96113)  -0.298
C (-1.00447, -1.23543, -1.74307)  0.769
O (-1.05706, -1.90726, -0.68665)  -0.628
O (-1.15750, 0.01855, -1.58009)  -0.646
H (2.69330, -2.09944, 1.03554)  0.546
H (3.67251, -2.59562, -0.78467)  0.254
H (3.39277, -0.85764, -1.05077)  0.204
H (1.52143, -3.17048, -1.83244)  0.248
H (2.69569, -2.43523, -2.93932)  0.265
H (0.96249, 0.34723, -3.87342)  0.287
H (2.53528, 0.09257, -3.09942)  0.284
H (-0.30230, -2.80834, -3.06823)  0.287
H (-0.58459, -1.24147, -3.88836)  0.278
C (-0.77249, 2.30686, 2.86185)  -0.949
Sb (-0.58884, 2.39022, 0.71779)  1.217
C (-2.44717, 2.85503, -0.23743)  -0.917
C (0.85548, 3.94344, 0.33763)  -0.879
H (-0.92406, 3.32120, 3.22494)  0.288
H (0.14798, 1.91796, 3.30753)  0.258
H (-1.62761, 1.70375, 3.16997)  0.256
H (-2.75927, 3.83376, 0.13443)  0.285
H (-3.21560, 2.11275, 0.00136)  0.262
H (-2.28782, 2.91484, -1.31935)  0.276
H (0.55187, 4.79855, 0.94524)  0.278
H (0.82731, 4.20684, -0.72577)  0.280
H (1.85998, 3.62300, 0.63066)  0.264
C (-2.06487, -2.00441, 3.68769)  -0.662
C (-1.84792, -1.79674, 2.20924)  -0.068
O (-0.44218, -1.37880, 1.93975)  -0.778
H (-3.10577, -2.27915, 3.84968)  0.289
H (-1.86989, -1.10116, 4.25905)  0.238
H (-1.44982, -2.81695, 4.06791)  0.243
H (-2.48865, -0.99822, 1.81674)  0.201
H (-2.02715, -2.72343, 1.65406)  0.231
H (0.08094, -1.92850, 2.56231)  0.563

Results
Relative energy (zero: lowest compared OMol25 entry of this formula, charge and spin) = 249.3 kJ/mol
Orbital gap = 7.58 eV
Charge = +3
HOMO energy = -19.954 eV
E_tot = -1235.92469 hartree

***

Record 2
ORCA calculation (the ωB97M-V functional and the def2-TZVPD basis) on a molecular structure, C11H24NO8P3SV.

Each line ends with the natural charge from an NBO analysis.
Positions of all 49 atoms, in Å:
C (-1.26288, 0.67497, 3.52276)  -0.628
C (-1.44670, 1.02874, 2.04117)  0.095
O (-0.44027, 1.93133, 1.60413)  -0.742
C (-1.43027, -0.25279, 1.16135)  -0.466
C (-0.55027, -0.34616, -0.10662)  0.199
C (-1.53267, -0.45083, -1.38953)  -0.319
C (-2.28379, 0.81692, -1.70608)  -0.472
C (-1.77026, 1.63262, -2.90374)  -0.438
C (-1.18853, 3.01365, -2.55105)  -0.079
O (-1.72288, 3.45546, -1.30353)  -0.694
N (0.31103, 0.74449, -0.38262)  -0.503
C (1.31169, 0.39595, -1.31975)  0.658
O (1.91348, 1.16338, -1.98327)  -0.422
C (1.38784, -1.12415, -1.30444)  -0.588
C (0.47827, -1.50445, -0.11559)  -0.569
P (1.47946, -1.08962, 1.51128)  0.273
P (3.42990, -0.06189, 1.05066)  2.074
O (3.20822, 1.35134, 0.81271)  -0.986
O (4.23479, -0.21493, 2.50497)  -1.028
O (4.37947, -0.89491, 0.11811)  -0.981
P (-0.09004, -3.29151, -0.22004)  1.827
O (0.97819, -3.93573, -1.18619)  -0.971
O (0.35848, -3.92937, 1.17581)  -0.987
S (-1.97022, -3.50498, -0.64518)  -0.213
H (-1.73867, -0.27189, 3.78362)  0.228
H (-0.18997, 0.63943, 3.73580)  0.204
H (-1.70164, 1.45171, 4.15081)  0.259
H (-2.43097, 1.49850, 1.94422)  0.211
H (-0.59405, 2.79483, 2.00871)  0.515
H (-2.46613, -0.42512, 0.86182)  0.281
H (-1.18320, -1.12134, 1.79020)  0.227
H (-2.20634, -1.28052, -1.09119)  0.289
H (-0.95391, -0.76688, -2.26123)  0.226
H (-3.33183, 0.53379, -1.88464)  0.292
H (-2.33051, 1.45935, -0.81515)  0.266
H (-0.99722, 1.08826, -3.45707)  0.215
H (-2.61311, 1.76525, -3.58597)  0.264
H (-1.45954, 3.72375, -3.33898)  0.225
H (-0.09143, 3.00965, -2.51677)  0.181
H (-1.09021, 4.02453, -0.85173)  0.492
H (-0.01602, 1.70712, -0.28248)  0.495
H (0.93355, -1.47068, -2.24163)  0.300
H (2.38401, -1.55705, -1.32486)  0.283
H (1.88829, -2.44612, 2.00021)  -0.056
H (4.37290, 0.69153, 2.85927)  0.585
H (4.48762, -0.55566, -0.79030)  0.569
H (0.61824, -4.28303, -2.02078)  0.562
H (-0.36239, -3.98175, 1.82497)  0.547
V (3.29049, -1.83523, 3.11783)  1.299

Results
Orbital gap = 3.24 eV
Charge = +3
HOMO energy = -17.950 eV
E_tot = -3455.25315 hartree

***

Record 3
ORCA calculation (the ωB97M-V functional and the def2-TZVPD basis) on a molecular structure, C11H24NaO11.

Each line ends with the natural charge from an NBO analysis.
Positions of all 47 atoms, in Å:
Na (27.10868, -23.58072, 11.99721)  0.936
C (30.05862, -25.34891, 11.47908)  -0.325
O (29.62661, -24.09031, 11.18916)  -0.270
H (29.26592, -26.08425, 11.61688)  0.163
H (30.68540, -25.72671, 10.67130)  0.200
H (30.67663, -25.28589, 12.37474)  0.230
C (27.31790, -19.83750, 12.09675)  -0.229
O (27.65436, -21.21120, 11.94394)  -1.067
H (27.51645, -19.47897, 13.10677)  0.114
H (27.92818, -19.24941, 11.41133)  0.128
H (26.27966, -19.71805, 11.78710)  0.113
C (25.33374, -24.75051, 8.88656)  -0.267
O (24.86968, -25.89640, 9.52369)  -0.501
C (25.51270, -26.35079, 10.66088)  1.020
O (26.34633, -25.76126, 11.33683)  -0.700
O (25.14237, -27.55132, 10.95199)  -0.483
C (26.10778, -28.44027, 11.52806)  -0.275
H (24.91610, -23.93249, 9.47352)  0.218
H (25.04610, -24.74607, 7.83521)  0.202
H (26.42252, -24.73735, 8.93641)  0.185
H (26.62081, -28.88400, 10.67483)  0.184
H (25.72575, -29.27366, 12.11766)  0.213
H (27.01752, -28.08472, 12.01183)  0.211
C (23.86531, -21.04020, 13.43709)  -0.275
O (22.84304, -21.57346, 12.78238)  -0.466
C (23.09702, -22.55857, 11.90901)  1.006
O (24.23734, -23.02517, 11.56893)  -0.677
O (21.88396, -23.09492, 11.53523)  -0.500
C (21.68824, -24.07332, 10.59771)  -0.251
H (24.73552, -20.73037, 12.85844)  0.223
H (24.19725, -21.66421, 14.26686)  0.183
H (23.51644, -20.16354, 13.98286)  0.188
H (20.77173, -23.86926, 10.04411)  0.191
H (21.50942, -25.04357, 11.06112)  0.184
H (22.42188, -24.20744, 9.80280)  0.192
C (29.18341, -22.52229, 14.76250)  -0.264
O (27.98478, -22.24625, 15.38792)  -0.518
C (26.82486, -23.01303, 15.25894)  1.029
O (26.61405, -23.86284, 14.41493)  -0.640
O (25.76413, -22.54750, 16.10059)  -0.514
C (25.89873, -21.33341, 16.73872)  -0.265
H (29.05179, -23.25120, 13.96284)  0.180
H (30.01521, -22.78233, 15.41718)  0.180
H (29.58624, -21.74476, 14.11344)  0.233
H (26.83494, -21.31977, 17.29678)  0.185
H (25.19799, -21.24584, 17.56902)  0.202
H (25.98223, -20.50718, 16.03270)  0.194

Results
Orbital gap (spin up / spin down) = 6.08 / 4.14 eV
⟨S²⟩ = 0.75
Charge = 0
HOMO energy (spin up / spin down) = -6.012 / -5.974 eV
Multiplicity = 2
E_tot = -1423.30186 hartree

***

Record 4
ORCA calculation (the ωB97M-V functional and the def2-TZVPD basis) on a molecular structure, C11H25B3N2O12.

Each line ends with the natural charge from an NBO analysis.
Positions of all 53 atoms, in Å:
N (0.39086, -2.12267, -2.51350)  -0.857
C (0.79443, -0.71451, -2.63061)  -0.212
C (0.42630, -0.15371, -4.05799)  -0.403
C (-0.48238, 1.12934, -3.96203)  -0.809
B (-1.98694, 0.82469, -4.37818)  1.178
O (-2.37214, -0.22109, -5.28356)  -0.880
B (-3.16580, -1.07037, -4.46513)  1.273
O (-2.84154, -2.42842, -4.33584)  -0.871
O (-4.28083, -0.56200, -3.71023)  -0.892
B (-3.76155, 0.56837, -3.04744)  1.278
O (-3.80357, 0.79854, -1.64489)  -0.565
N (-4.62430, -0.09800, -0.98376)  0.386
O (-5.08274, 0.42928, -0.03399)  -0.253
O (-3.09919, 1.55434, -3.82452)  -0.877
H (0.87545, -2.60502, -1.76884)  0.364
H (0.46967, -2.61535, -3.39254)  0.363
H (1.87734, -0.56645, -2.40844)  0.173
H (0.22092, -0.13724, -1.87382)  0.171
H (1.34170, 0.04534, -4.64771)  0.212
H (-0.09234, -0.99229, -4.57189)  0.216
H (-0.07832, 1.92486, -4.62865)  0.262
H (-0.41340, 1.54865, -2.93369)  0.245
H (-3.24770, -2.68744, -3.50174)  0.499
C (-3.77473, 1.06388, 3.33366)  -0.641
C (-3.41690, 1.89944, 2.12081)  -0.070
O (-2.47649, 2.92859, 2.46285)  -0.491
C (-1.21278, 2.53069, 2.59646)  0.987
O (-0.79920, 1.41038, 2.45771)  -0.661
O (-0.48216, 3.59249, 2.94404)  -0.492
C (0.88768, 3.28913, 3.20980)  -0.257
H (-4.11759, 1.70234, 4.15021)  0.212
H (-4.55981, 0.34756, 3.08882)  0.220
H (-2.90870, 0.51178, 3.70122)  0.223
H (-4.30756, 2.40465, 1.75070)  0.197
H (-3.03369, 1.28354, 1.30759)  0.191
H (1.34327, 2.75135, 2.37890)  0.194
H (0.97104, 2.71003, 4.12998)  0.190
H (1.41033, 4.23381, 3.34188)  0.197
C (5.76677, -3.13457, 2.12323)  -0.639
C (5.50350, -1.95390, 3.03662)  -0.071
O (4.77997, -0.92208, 2.35574)  -0.496
C (3.46959, -1.13920, 2.22283)  0.981
O (2.86546, -2.09486, 2.62627)  -0.645
O (2.95026, -0.11426, 1.54433)  -0.499
C (1.55638, -0.25650, 1.25683)  -0.254
H (6.25713, -2.80568, 1.20492)  0.211
H (6.39966, -3.87156, 2.61915)  0.217
H (4.83565, -3.62224, 1.83253)  0.225
H (6.45077, -1.51155, 3.34458)  0.189
H (4.97722, -2.25729, 3.94288)  0.195
H (0.98395, -0.46024, 2.15880)  0.213
H (1.40637, -1.04752, 0.52177)  0.176
H (1.21067, 0.68290, 0.83390)  0.197

Results
Orbital gap = 8.80 eV
Charge = 0
HOMO energy = -9.288 eV
E_tot = -1521.36064 hartree

***

Record 5
ORCA calculation (the ωB97M-V functional and the def2-TZVPD basis) on a molecular structure, C11H25Br4N3O2V.

Each line ends with the natural charge from an NBO analysis.
Positions of all 46 atoms, in Å:
O (1.77993, -1.84254, 0.68471)  -0.699
V (2.66382, -2.80378, 1.66970)  1.350
C (-0.54854, 5.55878, 0.38050)  -0.620
C (0.98308, 5.66013, 0.48471)  -0.231
N (1.70842, 4.41570, 0.54458)  -0.298
C (2.26834, 3.89019, 1.69654)  -0.047
C (2.95064, 2.78756, 1.36581)  -0.020
N (2.69485, 2.54024, 0.01818)  -0.266
C (2.04933, 3.61208, -0.47966)  0.244
C (3.29255, 1.49749, -0.81300)  -0.412
H (-1.05429, 6.51808, 0.29628)  0.239
H (-0.99019, 5.10298, 1.26848)  0.225
H (-0.81302, 4.90186, -0.44891)  0.211
H (1.20785, 6.26488, 1.36668)  0.229
H (1.43585, 6.34529, -0.23542)  0.225
H (2.02696, 4.29851, 2.66285)  0.251
H (3.55661, 2.10619, 1.94037)  0.300
H (1.85452, 3.75323, -1.52890)  0.236
H (4.37129, 1.63573, -0.80449)  0.232
H (2.97596, 1.65056, -1.84468)  0.211
H (2.94665, 0.51227, -0.50580)  0.274
C (-1.62089, -4.14770, -0.59073)  -0.395
N (-2.23329, -2.78186, -0.28443)  -0.205
C (-2.93722, -2.94229, 1.06100)  -0.433
C (-1.04368, -1.85567, -0.13451)  -0.449
C (-3.26758, -2.20541, -1.21124)  -0.225
C (-2.78457, -1.78389, -2.56585)  -0.081
O (-2.00833, -2.81956, -3.13764)  -0.722
H (-0.90770, -4.01892, -1.39571)  0.259
H (-2.54953, -4.61877, -0.91828)  0.193
H (-1.17377, -4.48165, 0.34162)  0.276
H (-3.75358, -3.65435, 0.99709)  0.219
H (-3.22427, -1.96389, 1.44031)  0.213
H (-2.14720, -3.29124, 1.72963)  0.283
H (-1.34499, -0.87155, 0.21703)  0.204
H (-0.46609, -1.81707, -1.05475)  0.234
H (-0.41014, -2.38376, 0.58326)  0.296
H (-3.65338, -1.30203, -0.73913)  0.221
H (-4.04380, -2.96796, -1.28499)  0.218
H (-2.12265, -0.91263, -2.47763)  0.167
H (-3.62645, -1.49890, -3.20292)  0.189
H (-1.83299, -2.59282, -4.05600)  0.484
Br (4.39309, -4.43356, 3.16398)  -0.618
Br (3.06839, -0.42961, 3.17048)  -0.689
Br (2.13107, -4.82723, -0.25138)  -0.640
Br (0.19893, -3.80313, 2.88223)  -0.632

Results
Relative energy (zero: lowest compared OMol25 entry of this formula, charge and spin) = 136.3 kJ/mol
Orbital gap (spin up / spin down) = 6.03 / 6.06 eV
⟨S²⟩ = 0.83
Charge = 0
HOMO energy (spin up / spin down) = -6.941 / -6.977 eV
Multiplicity = 2
E_tot = -11988.93361 hartree